ORCA calculation (ωB97M-V/def2-TZVPD) on a cluster of 8 separate species, C50H69N8O3PS in total in a non-equilibrium geometry.

Properties
Structure (SMILES) = CCCCCCCCCCCC[C@H](OCCN)P(O)(O)=S.c1ccncc1.c1ccncc1.c1ccncc1.c1ccncc1.c1ccncc1.c1ccncc1.c1ccncc1
HOMO-LUMO gap = 9.3 eV
Lowest unoccupied orbital energy = 0.59 eV

Cartesian coordinates (Å):
1 C 7.5172 -1.3816 -1.5159
2 C 6.3022 -0.6686 -0.9349
3 C 6.0533 0.6827 -1.6564
4 C 4.6567 0.8122 -2.2844
5 C 3.6940 1.7106 -1.4882
6 C 2.4130 1.0016 -1.0041
7 C 1.1777 1.4643 -1.7540
8 C -0.1109 0.8069 -1.2185
9 C -1.2369 1.8145 -0.9760
10 C -2.6040 1.1561 -1.0736
11 C -2.9225 0.6403 -2.4842
12 C -4.2689 1.0982 -3.0118
13 C -5.4762 0.4863 -2.2388
14 O -5.0016 -0.5030 -1.3817
15 C -5.9419 -1.1340 -0.5236
16 C -6.6071 -0.1994 0.4631
17 N -5.6657 0.6755 1.1598
18 P -6.7222 -0.1108 -3.4688
19 O -6.2562 -1.5606 -3.9601
20 O -6.6028 0.8541 -4.7225
21 S -8.5718 -0.1708 -2.8412
22 H 7.3591 -1.5684 -2.5701
23 H 7.7000 -2.3233 -1.0148
24 H 8.4086 -0.7700 -1.4182
25 H 6.4254 -0.4929 0.1251
26 H 5.4455 -1.3102 -1.1073
27 H 6.7873 0.7625 -2.4528
28 H 6.2278 1.4879 -0.9529
29 H 4.2246 -0.1679 -2.4538
30 H 4.7825 1.2700 -3.2611
31 H 3.3709 2.5436 -2.1024
32 H 4.2054 2.1429 -0.6380
33 H 2.4902 -0.0724 -1.1475
34 H 2.2642 1.1671 0.0585
35 H 1.2889 1.1738 -2.7937
36 H 1.0626 2.5401 -1.6744
37 H -0.4214 0.0326 -1.9144
38 H 0.0988 0.3187 -0.2724
39 H -1.1648 2.6623 -1.6458
40 H -1.1160 2.1462 0.0517
41 H -2.6317 0.3370 -0.3628
42 H -3.3749 1.8751 -0.8061
43 H -2.1759 1.0570 -3.1586
44 H -2.8227 -0.4331 -2.5697
45 H -4.3369 2.1787 -3.0126
46 H -4.3237 0.7964 -4.0533
47 H -5.9544 1.3039 -1.7032
48 H -5.3700 -1.8600 0.0438
49 H -6.7106 -1.6977 -1.0483
50 H -7.4051 0.3890 0.0270
51 H -7.0907 -0.8455 1.1958
52 H -4.7031 0.4025 1.0222
53 H -5.8060 1.6523 0.9552
54 H -6.8065 -2.1945 -3.4614
55 H -7.2654 0.5511 -5.3736
56 C -3.0471 -5.9205 2.3440
57 C -4.3040 -6.3464 1.9444
58 C -5.1093 -5.4592 1.2511
59 N -4.7438 -4.2129 0.9434
60 C -3.5311 -3.8230 1.3336
61 C -2.6493 -4.6315 2.0331
62 H -2.3887 -6.5835 2.8903
63 H -4.6547 -7.3443 2.1681
64 H -6.1010 -5.7500 0.9218
65 H -3.2585 -2.8053 1.0727
66 H -1.6786 -4.2572 2.3262
67 C -3.9724 1.2019 5.9685
68 C -4.4878 0.9148 4.7156
69 C -3.9287 -0.1308 3.9994
70 N -2.9173 -0.8777 4.4454
71 C -2.4328 -0.5855 5.6515
72 C -2.9221 0.4364 6.4500
73 H -4.3825 2.0095 6.5614
74 H -5.3065 1.4837 4.2973
75 H -4.3083 -0.3917 3.0212
76 H -1.6101 -1.2070 5.9889
77 H -2.4905 0.6263 7.4232
78 C 12.4605 -4.5675 -1.4741
79 C 12.3870 -3.2765 -1.9692
80 C 11.1356 -2.7537 -2.2599
81 N 9.9967 -3.4224 -2.0940
82 C 10.0873 -4.6629 -1.6186
83 C 11.2863 -5.2784 -1.2938
84 H 13.4147 -5.0125 -1.2308
85 H 13.2787 -2.6851 -2.1254
86 H 11.0321 -1.7449 -2.6463
87 H 9.1440 -5.1854 -1.4943
88 H 11.2993 -6.2891 -0.9103
89 C -1.7191 7.6268 -1.5455
90 C -2.3492 6.6450 -0.7983
91 C -2.3786 5.3535 -1.3006
92 N -1.8381 4.9988 -2.4654
93 C -1.2367 5.9553 -3.1702
94 C -1.1480 7.2764 -2.7578
95 H -1.6764 8.6470 -1.1873
96 H -2.8083 6.8760 0.1537
97 H -2.8579 4.5528 -0.7456
98 H -0.8060 5.6388 -4.1143
99 H -0.6454 8.0105 -3.3725
100 C 13.5171 -8.2778 2.5129
101 C 12.3308 -7.5983 2.2902
102 C 12.3924 -6.3301 1.7332
103 N 13.5308 -5.7227 1.4020
104 C 14.6613 -6.3896 1.6267
105 C 14.7105 -7.6624 2.1744
106 H 13.5116 -9.2705 2.9446
107 H 11.3766 -8.0404 2.5419
108 H 11.4881 -5.7639 1.5397
109 H 15.5730 -5.8700 1.3514
110 H 15.6596 -8.1559 2.3315
111 C -5.2467 11.4746 -2.9461
112 C -4.5225 12.2739 -2.0769
113 C -3.7730 11.6585 -1.0863
114 N -3.7115 10.3387 -0.9196
115 C -4.4156 9.5855 -1.7627
116 C -5.1936 10.0995 -2.7882
117 H -5.8432 11.9164 -3.7339
118 H -4.5364 13.3516 -2.1638
119 H -3.1891 12.2464 -0.3866
120 H -4.3481 8.5162 -1.6011
121 H -5.7423 9.4382 -3.4444
122 C -6.6592 -3.4662 3.5222
123 C -7.9876 -3.8602 3.5042
124 C -8.7184 -3.7624 4.6790
125 N -8.2168 -3.3105 5.8273
126 C -6.9384 -2.9364 5.8261
127 C -6.1209 -2.9963 4.7080
128 H -6.0537 -3.5225 2.6305
129 H -8.4493 -4.2340 2.5997
130 H -9.7621 -4.0570 4.7093
131 H -6.5566 -2.5716 6.7739
132 H -5.0873 -2.6784 4.7567